No. 1
A molecular structure, C11H32BBrN13O20 in a non-equilibrium geometry. Source: the OMol25 dataset; level of theory: ωB97M-V/def2-TZVPD.

frontier orbital gap	8.5042	eV
relative energy (zero: lowest compared OMol25 entry of this formula, charge and spin)	0.0	kJ/mol
HOMO energy	-12.07	eV
net charge	+1
LUMO	-3.568	eV

The geometry in XYZ format:
```
78
Properties=species:S:1:pos:R:3:forces:R:3
O 5.152 2.240 2.494 -0.984 -0.188 -1.234
B 4.826 2.903 1.336 0.790 1.111 0.980
O 5.341 4.212 1.201 0.239 -1.700 -0.685
N 4.036 2.375 0.200 0.306 -0.044 0.406
C 2.792 1.889 0.116 0.622 -0.262 -0.972
N 2.262 1.496 -1.083 -1.663 -0.220 1.663
C 0.991 1.115 -0.755 2.370 0.718 0.290
N 0.811 1.257 0.564 -1.986 -1.015 -1.424
N 1.939 1.731 1.150 -0.470 0.436 -1.315
Br 1.916 1.966 2.983 0.440 -0.202 -1.043
H 4.735 1.363 2.531 0.394 0.186 0.246
H 6.287 4.102 0.993 -0.203 0.641 0.415
H 4.526 2.385 -0.694 -0.475 0.203 0.169
H 0.236 0.761 -1.467 0.335 0.175 0.636
H -0.082 1.022 1.019 0.253 0.397 0.596
C 2.266 -0.064 -3.892 -0.416 0.317 0.029
N 1.529 -0.705 -5.013 0.070 0.081 0.024
O 0.828 -1.663 -4.734 -0.022 0.075 -0.183
O 1.676 -0.232 -6.118 -0.108 -0.191 0.144
H 2.034 -0.592 -2.973 -0.206 0.302 -0.694
H 3.327 -0.127 -4.116 -0.052 0.077 -0.011
H 1.936 0.972 -3.836 0.138 0.017 -0.210
C -1.348 -3.986 -4.736 -0.105 -0.079 -0.268
N -1.934 -4.305 -3.405 0.018 -0.011 -0.165
O -2.878 -5.069 -3.373 0.177 0.245 0.244
O -1.422 -3.776 -2.436 -0.134 -0.132 -0.037
H -1.901 -4.524 -5.499 -0.032 -0.036 0.141
H -1.433 -2.912 -4.881 0.177 -0.030 0.085
H -0.308 -4.298 -4.719 -0.003 0.174 0.060
C 2.788 6.269 1.956 0.101 -0.197 0.145
N 1.724 6.732 1.028 0.070 0.066 0.036
O 0.719 6.042 0.939 0.093 0.074 -0.048
O 1.928 7.758 0.425 -0.158 -0.206 0.048
H 2.462 5.342 2.419 -0.051 0.084 -0.048
H 3.691 6.112 1.370 -0.002 0.114 0.047
H 2.935 7.044 2.704 0.052 0.034 -0.112
C -2.809 -0.663 3.354 -0.159 -0.041 0.224
N -1.845 0.347 2.843 -0.120 -0.139 0.378
O -1.062 0.839 3.626 -0.042 -0.023 -0.290
O -1.902 0.618 1.651 0.395 -0.052 -0.011
H -2.638 -0.798 4.417 0.099 0.106 -0.071
H -3.812 -0.284 3.167 0.026 -0.106 -0.165
H -2.632 -1.588 2.812 -0.102 0.101 -0.117
C 2.363 -2.821 -0.192 -0.035 -0.098 0.238
N 3.298 -1.816 -0.767 0.033 -0.156 0.103
O 4.127 -1.323 -0.024 -0.157 0.146 -0.181
O 3.162 -1.556 -1.947 0.699 -0.571 1.021
H 2.598 -2.952 0.860 0.077 0.059 -0.076
H 1.352 -2.441 -0.320 0.026 -0.099 -0.169
H 2.505 -3.750 -0.739 -0.108 0.089 -0.083
C -1.592 4.793 -0.868 -0.101 0.135 0.050
N -1.688 3.326 -1.093 -0.253 0.256 0.028
O -2.586 2.726 -0.542 0.260 -0.143 -0.123
O -0.849 2.822 -1.824 -0.160 0.019 0.130
H -2.396 5.095 -0.204 0.016 -0.117 -0.035
H -0.624 4.995 -0.419 -0.022 0.023 -0.153
H -1.685 5.278 -1.836 0.129 -0.055 0.009
C 2.808 -0.778 6.606 -0.296 -0.207 0.091
N 2.937 0.192 5.486 0.137 -0.138 0.167
O 1.903 0.613 4.976 0.100 -0.204 1.342
O 4.055 0.503 5.149 -0.264 0.114 -0.103
H 1.754 -0.957 6.792 0.044 0.083 -0.077
H 3.311 -1.694 6.306 0.111 0.103 0.041
H 3.285 -0.334 7.477 0.103 -0.025 -0.101
C -6.941 1.432 1.660 0.176 0.201 0.046
N -6.968 -0.030 1.938 -0.043 -0.005 -0.022
O -5.991 -0.522 2.481 -0.107 0.001 -0.047
O -7.961 -0.631 1.604 0.217 0.019 0.092
H -5.997 1.837 2.010 -0.034 -0.095 -0.007
H -7.043 1.562 0.586 -0.121 -0.029 0.058
H -7.776 1.881 2.192 -0.047 -0.065 -0.118
C -4.064 -7.950 -3.694 -0.055 0.219 -0.025
N -3.607 -8.955 -4.692 0.001 -0.003 -0.038
O -3.049 -8.540 -5.690 -0.049 -0.139 0.118
O -3.824 -10.122 -4.436 0.073 0.151 -0.095
H -3.805 -6.962 -4.052 0.017 -0.119 -0.048
H -5.141 -8.055 -3.593 0.067 -0.131 0.080
H -3.558 -8.167 -2.756 -0.108 -0.080 -0.016
```
Positions in Å, forces in eV/Å.

No. 2
A molecular structure, C11H32GaGeN3OPSe5. Source: the OMol25 dataset; level of theory: ωB97M-V/def2-TZVPD.

frontier orbital gap (spin up / spin down)	5.8056 / 6.0603	eV
HOMO energy (spin up / spin down)	-10.75 / -10.76	eV
net charge	+1
LUMO (spin up / spin down)	-4.943 / -4.702	eV

The geometry in XYZ format:
```
55
Properties=species:S:1:pos:R:3:forces:R:3
Ga 0.156 -0.446 -0.195 -0.175 0.125 0.035
Se 3.385 0.785 -0.123 0.013 -0.028 0.071
Se 4.634 -0.116 1.438 0.130 0.049 -0.302
Se 3.313 -0.161 3.410 -0.223 -0.016 0.225
Se 1.294 0.494 2.841 0.191 0.133 -0.087
C 1.588 7.181 -0.723 0.084 -0.259 -0.135
Ge 1.636 5.359 -1.463 -0.178 -0.115 0.069
C 3.398 4.499 -1.325 -0.176 0.176 0.011
C 1.002 5.309 -3.322 0.104 0.029 0.232
C 0.423 4.227 -0.337 0.211 0.072 -0.151
Se 0.107 2.468 -1.141 0.106 0.021 -0.148
C -1.661 2.810 -1.878 0.095 -0.037 0.118
H 2.233 7.839 -1.306 0.003 0.006 0.009
H 1.934 7.190 0.311 0.000 -0.009 0.004
H 0.575 7.580 -0.755 -0.011 -0.018 -0.008
H 4.069 4.840 -2.113 -0.006 0.003 -0.008
H 3.281 3.418 -1.420 0.011 0.015 -0.058
H 3.864 4.713 -0.363 -0.016 -0.006 0.012
H 1.711 5.847 -3.952 -0.022 -0.001 -0.024
H 0.025 5.779 -3.432 -0.004 0.014 0.028
H 0.944 4.280 -3.676 0.003 -0.005 0.004
H -0.554 4.684 -0.183 -0.016 -0.010 0.051
H 0.881 4.049 0.635 -0.035 0.028 0.039
H -1.605 3.627 -2.592 0.032 -0.013 -0.019
H -2.347 3.056 -1.071 -0.027 -0.013 -0.006
H -1.987 1.902 -2.380 -0.021 0.010 -0.012
C -1.531 -1.583 3.527 -0.029 -0.079 0.056
N -2.531 -1.665 2.459 0.144 0.543 -0.228
C -2.295 -2.833 1.603 0.011 -0.042 0.003
P -2.767 -0.247 1.603 -0.358 -0.290 -0.007
O -1.694 -0.042 0.543 0.028 0.104 0.042
N -4.278 -0.380 0.981 0.241 0.086 0.042
C -5.180 -1.517 1.037 -0.033 -0.031 0.063
C -4.728 0.733 0.148 -0.004 -0.053 -0.022
N -2.781 1.069 2.579 0.267 -0.411 0.106
C -1.776 2.119 2.541 0.105 0.004 -0.007
C -3.662 1.078 3.744 -0.089 0.119 -0.123
H -1.606 -2.476 4.147 -0.012 0.000 0.012
H -1.705 -0.711 4.154 -0.003 -0.032 0.014
H -0.509 -1.524 3.127 -0.125 -0.098 0.046
H -2.521 -3.740 2.163 -0.009 -0.010 -0.022
H -1.249 -2.882 1.272 -0.026 0.005 0.032
H -2.925 -2.799 0.716 -0.002 -0.056 0.020
H -4.851 -2.226 1.792 -0.035 0.019 -0.002
H -5.252 -2.022 0.069 0.017 -0.009 0.013
H -6.178 -1.167 1.312 0.002 -0.004 -0.007
H -4.047 1.576 0.263 -0.037 0.025 -0.052
H -5.725 1.052 0.461 0.014 -0.011 0.013
H -4.766 0.454 -0.908 0.020 -0.008 0.014
H -2.269 3.093 2.545 0.009 0.012 -0.006
H -1.177 2.029 1.635 -0.053 0.061 -0.030
H -1.106 2.069 3.405 -0.089 0.010 0.046
H -4.282 0.183 3.751 -0.025 0.035 0.030
H -4.312 1.956 3.720 -0.004 -0.013 0.008
H -3.078 1.109 4.667 -0.002 -0.028 -0.006
```
Positions in Å, forces in eV/Å.

No. 3
2 unconnected molecules or ions with the total composition C11H32IN2OSi3 in a non-equilibrium geometry. Source: the OMol25 dataset; level of theory: ωB97M-V/def2-TZVPD.

frontier orbital gap	4.9293	eV
HOMO energy	-3.06	eV
net charge	-1
LUMO	1.872	eV

The geometry in XYZ format:
```
50
Properties=species:S:1:pos:R:3:forces:R:3
C 4.184 -5.547 1.494 0.261 0.242 0.158
C 5.047 -4.246 1.998 -0.398 -0.301 0.057
Si 5.065 -2.782 0.690 0.912 -0.666 -0.133
N 5.497 -1.298 1.623 0.290 -1.552 1.111
O 6.387 -3.018 -0.496 -1.079 2.273 1.774
C 3.354 -2.717 -0.189 -1.218 0.361 -0.904
C 2.343 -1.536 0.333 -1.338 -0.506 -0.409
C 1.644 -1.970 1.783 1.108 -1.149 -1.827
I 0.871 -0.123 2.673 0.371 -1.185 -0.103
H 3.050 -5.362 1.813 2.495 -0.692 -0.819
H 4.258 -5.634 0.318 -0.248 -0.062 2.447
H 4.629 -6.520 2.003 -1.231 1.948 -1.148
H 6.167 -4.509 2.217 -2.143 0.367 -0.120
H 4.494 -3.829 2.961 1.471 -0.815 -1.758
H 4.885 -1.316 2.491 0.841 0.338 -1.345
H 6.463 -1.514 2.015 -1.443 0.520 -0.599
H 6.840 -2.116 -0.579 -0.893 -1.891 0.028
H 3.542 -2.538 -1.342 -0.391 -0.421 2.243
H 2.754 -3.742 -0.087 1.433 2.106 -0.251
H 2.796 -0.458 0.341 -0.610 -2.234 0.205
H 1.433 -1.505 -0.439 1.985 0.110 1.664
H 0.806 -2.758 1.508 1.503 1.895 0.901
H 2.430 -2.513 2.468 -1.592 1.330 -1.078
C -6.255 3.272 -2.242 -0.145 0.129 0.165
Si -4.722 3.041 -1.155 2.084 -1.797 -2.089
C -5.306 2.133 0.380 -0.510 0.292 0.462
C -4.162 4.762 -0.671 -0.240 0.520 0.320
N -3.498 2.156 -2.032 0.394 0.624 1.945
Si -1.967 1.795 -1.274 -2.899 0.499 -1.839
C -2.148 0.708 0.245 0.595 -0.201 0.347
C -1.006 3.338 -0.807 0.590 0.016 0.301
C -0.866 0.833 -2.477 0.135 -0.005 0.089
H -7.024 3.827 -1.691 -0.069 0.001 -0.084
H -6.008 3.836 -3.148 0.000 -0.104 0.071
H -6.677 2.304 -2.533 0.093 0.090 -0.008
H -6.197 2.624 0.791 -0.067 -0.055 0.093
H -4.551 2.135 1.168 0.023 -0.067 -0.014
H -5.572 1.100 0.145 0.100 0.034 -0.031
H -3.751 5.298 -1.534 -0.013 -0.159 0.099
H -3.408 4.742 0.118 0.008 -0.002 -0.074
H -5.008 5.340 -0.289 -0.079 0.186 0.060
H -2.593 1.247 1.083 -0.048 -0.036 -0.002
H -1.163 0.359 0.575 -0.086 -0.062 0.033
H -2.758 -0.170 0.025 -0.070 0.084 -0.034
H -0.938 4.026 -1.655 -0.093 -0.065 0.062
H 0.013 3.070 -0.508 0.153 0.075 0.034
H -1.458 3.862 0.036 -0.022 0.027 -0.055
H -0.669 1.420 -3.382 -0.073 -0.087 0.100
H -1.338 -0.112 -2.765 -0.002 0.116 -0.008
H 0.093 0.606 -2.001 0.150 -0.069 -0.041
```
Positions in Å, forces in eV/Å.